[1]
Here is a structure of composition C19H28BrO2Tc in a non-equilibrium geometry from the OMol25 dataset. Energies are from ωB97M-V/def2-TZVPD.

Summary:
2S+1   4
Charge   +1
F_max   3.67 eV/Å

Last column: Löwdin spin population.
Cartesian coordinates (Å):
Tc -0.4773 -1.9384 1.0926  1.966
Br 1.4010 -3.3502 0.0572  0.149
O -0.3749 1.8879 -0.1963  0.003
O 1.4378 0.4565 -3.2758  0.001
C -1.6870 3.9116 0.3309  0.000
C 1.9302 -2.0566 3.2303  0.077
C 0.2139 3.8068 -1.2426  0.000
C -1.5823 -3.1394 -0.4324  0.012
C 2.7990 0.6166 -2.7370  0.001
C -2.5126 -2.4127 1.5565  -0.004
C -2.4991 -1.2951 0.6609  0.046
C -1.9066 -1.7454 -0.5712  0.082
C -1.9221 -3.5409 0.8850  -0.019
C 2.8632 0.0805 -1.3034  0.005
C -1.0441 3.0591 -0.7496  0.000
C 1.4240 -0.3429 -0.9976  0.026
C 0.9370 -1.0598 3.3470  0.197
C -0.3677 -1.6625 3.1518  0.043
C -1.9999 2.8023 -1.8879  0.000
C 0.8693 2.6624 -0.5353  0.000
C 1.3200 -3.2980 3.0057  0.286
C -0.1260 -3.0857 2.8565  0.057
C 0.7092 -0.3449 -2.3415  0.002
H -1.1469 -3.7888 -1.1854  0.001
H 2.9909 -1.9254 3.3967  0.000
H 1.0847 -0.0403 3.7333  0.010
H -2.2487 3.7727 -2.3286  0.000
H 1.4475 -1.3993 -0.6408  0.013
H -2.5006 3.3725 0.8249  0.000
H -1.8122 -1.1777 -1.4804  0.010
H 1.7917 -4.2774 3.0233  0.010
H -0.9355 4.2185 1.0612  0.000
H -2.8621 -0.2960 0.8684  0.010
H -0.8374 -3.8808 3.0269  0.001
H -1.5357 2.1839 -2.6624  0.000
H 0.3767 4.7713 -0.7676  0.000
H 3.5005 -0.8099 -1.2363  0.001
H 0.6994 -1.3931 -2.7166  0.000
H -1.7824 -4.5383 1.2802  0.000
H 2.9998 1.6851 -2.7687  0.000
H -2.0997 4.8152 -0.1487  0.000
H 0.3303 3.7884 -2.3226  0.000
H -0.3442 -0.0288 -2.2813  0.000
H 3.2364 0.8721 -0.6308  0.000
H 1.4035 3.0119 0.3670  0.000
H -2.9407 -2.4234 2.5463  0.001
H -1.2905 -1.2732 3.5439  0.005
H 1.5331 2.0730 -1.1958  0.000
H 3.4958 0.0727 -3.4058  0.000
H 0.9412 0.3074 -0.2689  0.009
H -2.8997 2.2966 -1.5351  0.000

Cartesian forces, eV/Å:
Tc 3.40 -1.12 -0.83
Br -0.02 -1.07 0.29
O 1.12 1.93 -0.91
O 0.59 -0.05 1.46
C -0.36 -0.13 -0.10
C -0.39 -0.10 0.35
C -0.61 -1.00 0.37
C -0.65 0.74 -0.47
C -0.32 -0.27 -1.04
C -1.05 0.17 -0.67
C -0.55 -0.72 -0.48
C -0.95 -0.58 -0.14
C -0.81 0.21 -0.16
C 0.02 -0.02 -0.04
C -1.51 1.89 -0.41
C -0.09 -0.73 0.31
C 0.11 -0.15 0.12
C 0.31 -0.83 0.91
C 0.02 -0.57 0.07
C 1.85 -1.16 0.39
C -0.55 0.60 0.24
C 0.64 0.54 1.50
C -0.12 -0.76 -0.63
H 0.02 0.33 0.21
H -0.10 0.13 -0.13
H -0.01 -0.52 -0.60
H -0.16 -0.23 0.05
H -0.02 1.82 -0.39
H 0.05 0.09 0.09
H 0.17 0.15 0.07
H -0.02 0.35 -0.28
H -0.14 -0.06 0.08
H 0.10 -0.11 -0.01
H 0.16 0.15 0.18
H 0.01 0.08 0.06
H -0.04 0.03 -0.36
H 0.11 0.39 -0.02
H -0.05 0.34 0.03
H -0.02 0.23 -0.04
H 0.22 0.03 -0.17
H 0.11 -0.30 0.29
H 0.10 0.23 0.05
H 0.47 0.35 -0.13
H -0.10 -0.56 -0.14
H -0.21 -0.63 -0.19
H 0.16 0.04 0.04
H 0.08 0.15 0.32
H -0.44 0.34 0.70
H -0.34 0.41 0.30
H -0.01 -0.11 -0.04
H -0.19 0.06 -0.09



[2]
Here is a structure of composition C19H28ClN2O3RhSb from the OMol25 dataset. Energies are from ωB97M-V/def2-TZVPD.

Summary:
2S+1   1
Charge   +1
F_max   0.58 eV/Å

Last column: natural (NBO) charge in e.
Cartesian coordinates (Å):
Sb -2.6010 -0.1456 -1.9512  1.339
Rh -0.6502 -1.1690 -0.5950  0.594
Cl -1.7796 -6.7801 0.2229  0.066
O 1.3961 2.2714 -0.9739  -0.349
O 0.8174 1.1114 0.7629  -0.438
O 0.3008 0.4454 -1.2797  -0.588
N 1.3179 -1.8970 -0.0476  -0.811
N 0.8797 1.3319 -0.4354  0.714
C -2.5758 -2.4483 -3.9323  -0.628
C -5.2734 1.3684 -1.8166  -0.625
C -3.5827 -1.5676 -3.2044  -0.743
C -1.6129 -0.8684 1.1447  -0.365
C -2.6511 1.4303 -4.6125  -0.627
C -2.6964 -4.2763 -0.1170  -0.241
C -0.8613 -3.2120 1.6864  -0.101
C 1.2707 -3.2741 -3.4714  -0.163
C -1.7561 -2.3384 1.0228  -0.188
C -2.6856 -2.9071 0.1406  -0.147
C 1.4140 -4.6329 -3.2277  -0.211
C 1.5899 -5.0897 -1.9304  -0.168
C 1.2872 -2.3720 -2.4183  -0.322
C -0.8817 -4.5630 1.4640  -0.250
C 1.4506 -2.8467 -1.1147  0.198
C -4.1939 0.8043 -0.9025  -0.732
C 1.6078 -4.2022 -0.8651  -0.272
C -1.7912 -5.0858 0.5336  0.011
C -1.8479 1.2967 -3.3269  -0.723
H -6.0860 1.7911 -1.2262  0.235
H -1.9043 -1.8453 -4.5505  0.209
H -2.6519 0.4995 -5.1825  0.207
H -3.4607 -2.2860 -0.2935  0.223
H 1.4079 -5.3347 -4.0501  0.233
H -3.7427 1.5933 -0.2973  0.241
H 1.4967 -2.2888 0.8702  0.407
H 1.7532 -4.5606 0.1457  0.223
H 1.2242 -1.3032 -2.6021  0.248
H -4.6129 0.0757 -0.2032  0.228
H -2.2054 2.1972 -5.2468  0.236
H -1.7824 2.2370 -2.7758  0.244
H 1.7206 -6.1478 -1.7460  0.233
H -2.5201 -0.2758 1.0981  0.211
H -0.2110 -5.2279 1.9897  0.247
H -4.8850 2.1635 -2.4556  0.215
H 1.1610 -2.9126 -4.4850  0.229
H -4.2742 -2.1553 -2.5958  0.227
H -4.1907 -1.0076 -3.9182  0.240
H -3.0684 -3.1646 -4.5881  0.232
H -0.1732 -2.7961 2.4139  0.221
H -0.9294 -0.5304 1.9161  0.232
H -5.7028 0.6020 -2.4641  0.211
H -3.4159 -4.7074 -0.7977  0.247
H -3.6906 1.7124 -4.4362  0.210
H 1.9418 -1.1012 -0.1635  0.416
H -0.8180 1.0074 -3.5288  0.249
H -1.9463 -3.0065 -3.2333  0.211

Cartesian forces, eV/Å:
Sb 0.19 -0.14 -0.03
Rh -0.33 -0.04 -0.35
Cl 0.00 0.06 0.01
O 0.04 -0.02 0.09
O 0.07 -0.12 -0.24
O 0.23 0.29 0.05
N 0.22 0.26 0.36
N -0.32 -0.13 -0.05
C 0.26 0.03 0.06
C -0.04 0.03 -0.16
C -0.18 0.05 -0.08
C -0.01 -0.54 0.09
C -0.09 -0.02 -0.06
C 0.03 -0.04 0.01
C 0.00 -0.02 0.12
C 0.01 -0.16 -0.03
C 0.12 0.49 0.28
C 0.03 0.14 -0.22
C -0.02 0.10 -0.14
C 0.01 -0.05 0.12
C -0.01 0.09 0.10
C -0.06 0.05 -0.07
C -0.19 0.00 -0.08
C 0.04 0.03 0.17
C -0.04 -0.02 -0.07
C 0.02 -0.12 0.01
C 0.05 0.06 0.07
H 0.00 0.01 0.01
H -0.03 -0.04 -0.01
H -0.01 0.02 0.00
H 0.03 -0.06 0.05
H 0.00 0.00 0.00
H 0.02 -0.02 0.00
H -0.01 -0.12 -0.09
H 0.00 0.01 0.01
H 0.03 -0.03 -0.01
H 0.03 -0.02 -0.05
H -0.01 0.00 0.00
H -0.06 -0.01 -0.01
H 0.00 0.01 0.02
H 0.01 0.01 -0.01
H -0.01 -0.02 0.00
H -0.01 -0.02 0.05
H 0.00 0.01 0.00
H 0.06 0.03 0.02
H 0.00 0.02 0.07
H -0.05 -0.02 0.00
H -0.01 0.01 0.00
H 0.00 0.06 0.02
H -0.01 0.00 0.02
H -0.01 0.00 -0.02
H 0.05 -0.01 0.01
H -0.06 0.00 0.01
H 0.02 -0.05 0.02
H -0.04 -0.02 -0.01



Values of energy relative to the best compared isomer or geometry (same formula, charge and spin), in order: 43.8 0.0, all in kJ/mol.